ORCA calculation (ωB97M-V/def2-TZVPD) on a 6-piece molecular cluster, C46H43F2O26PS2Si overall in a non-equilibrium geometry.

Properties
Structure (SMILES): C=CC[C@@]1(C(F)(F)CC[Si](C)(C)c2ccccc2)OS(=O)(=O)O[C@H]1P(O)(O)=S.O=C1C=C(O)C(=O)C=C1O.O=C1C=C(O)C(=O)C=C1O.O=C1C=C(O)C(=O)C=C1O.O=C1C=C(O)C(=O)C=C1O.O=C1C=C(O)C(=O)C=C1O
HOMO (eV): -8.008
Calculated total energy (Eh): -5361.6488
Multiplicity: 1
Total charge: 0

Each line ends with the Löwdin charge.
CARTESIAN COORDINATES (ANGSTROEM)
C -2.1766 1.2730 -3.7504  0.003
C -1.6963 0.7894 -4.9813  -0.126
C -1.2355 1.8280 -6.0938  -0.096
C 0.1696 1.4740 -6.7045  -0.310
C 1.2345 2.5410 -6.1753  -0.352
F 2.4936 2.2909 -6.7027  0.078
F 0.8155 3.7818 -6.7444  0.033
C 1.2154 2.7250 -4.6026  -0.118
C 2.6430 2.9412 -3.9421  -0.225
Si 3.5906 1.3505 -3.4954  0.574
C 5.0778 1.9100 -2.3981  -0.209
C 4.3622 0.4306 -4.9727  -0.181
C 2.5886 0.0794 -2.4944  -0.219
C 3.1841 -0.4295 -1.2154  -0.069
C 2.4688 -1.4530 -0.4127  -0.071
C 1.1679 -2.0270 -0.8011  -0.075
C 0.5660 -1.5163 -2.0501  -0.069
C 1.2808 -0.4923 -2.8600  -0.088
O 0.8000 0.2113 -6.3601  -0.164
S 1.4505 -0.5908 -7.6336  0.703
O 0.8913 -1.9095 -7.9067  -0.247
O 2.8877 -0.7788 -7.6718  -0.236
O 1.2177 0.6262 -8.7367  -0.205
C 0.0204 1.3376 -8.2927  -0.264
P -1.3477 0.1335 -8.9071  0.313
O -1.9524 -0.7881 -7.6220  -0.235
O -0.6927 -0.8308 -10.1149  -0.218
S -2.8094 1.1300 -9.6733  0.307
H -3.1555 1.8176 -3.6616  0.057
H -1.5955 1.1599 -2.7858  0.047
H -1.6988 -0.3196 -5.1351  0.103
H -1.2716 2.8424 -5.6019  0.123
H -2.0737 1.8537 -6.8624  0.099
H 0.5939 1.9277 -4.0971  0.092
H 0.6389 3.6869 -4.4338  0.126
H 2.4788 3.6094 -3.0418  0.094
H 3.2829 3.5171 -4.6733  0.094
H 5.6852 0.9824 -2.2054  0.031
H 5.7327 2.6354 -2.9706  0.044
H 4.7559 2.3827 -1.4324  0.037
H 4.7060 1.1379 -5.7836  0.049
H 5.2267 -0.2036 -4.6023  0.051
H 3.5942 -0.3055 -5.3429  0.017
H 4.1735 -0.0943 -0.8292  0.080
H 2.9676 -1.8308 0.5230  0.099
H 0.6230 -2.8175 -0.2333  0.075
H -0.4211 -1.8976 -2.4232  0.096
H 0.7723 -0.1863 -3.8062  0.062
H -0.2493 2.2761 -8.8554  0.148
H -1.9347 -1.7386 -7.8487  0.083
H -0.7617 -1.7701 -9.8494  0.075
O -4.6344 8.1493 -1.5385  0.117
C -4.4734 7.1528 -2.2182  -0.324
C -5.5901 6.3459 -2.7118  0.080
C -5.3642 5.2490 -3.4418  -0.223
O -6.3774 4.4928 -3.9087  0.108
C -3.9767 4.8072 -3.7758  -0.306
O -3.8132 3.7919 -4.4273  0.089
C -2.8614 5.6265 -3.3022  0.056
C -3.0870 6.7248 -2.5757  -0.245
O -2.0732 7.4965 -2.1307  0.105
H -6.5891 6.6755 -2.4612  0.138
H -5.9540 3.7633 -4.4015  0.120
H -1.8633 5.3054 -3.5653  0.134
H -2.4964 8.2229 -1.6330  0.121
O 0.1479 -3.2533 2.2383  0.095
C -0.6085 -4.1820 2.4593  -0.312
C -0.2814 -5.2613 3.3878  0.084
C -1.1382 -6.2699 3.5855  -0.205
O -0.8578 -7.2687 4.4369  0.046
C -2.4485 -6.3324 2.8688  -0.306
O -3.1910 -7.2766 3.0641  0.117
C -2.7855 -5.2393 1.9573  0.079
C -1.9305 -4.2302 1.7630  -0.224
O -2.2212 -3.2103 0.9295  0.100
H 0.6704 -5.2052 3.8981  0.136
H -1.6311 -7.8670 4.3962  0.134
H -3.7437 -5.2867 1.4582  0.138
H -1.4465 -2.6147 0.9628  0.101
O 1.9411 -4.2912 9.2921  0.104
C 1.2638 -5.2798 9.0728  -0.297
C 0.6914 -5.5650 7.7593  0.087
C -0.0598 -6.6537 7.5678  -0.189
O -0.5959 -6.9357 6.3586  0.055
C -0.3433 -7.6107 8.6805  -0.308
O -1.0475 -8.5806 8.4682  0.117
C 0.2494 -7.3376 9.9896  0.079
C 1.0035 -6.2500 10.1789  -0.225
O 1.5618 -5.9787 11.3750  0.108
H 0.9025 -4.8630 6.9634  0.134
H -1.0907 -7.7667 6.4865  0.127
H 0.0515 -8.0464 10.7820  0.138
H 2.0526 -5.1427 11.2517  0.121
O 3.2008 -1.5299 9.9183  0.114
C 3.0879 -0.5870 9.1602  -0.312
C 3.1078 0.8031 9.6167  0.077
C 2.9640 1.8054 8.7445  -0.231
O 2.9818 3.0935 9.1419  0.101
C 2.7759 1.5484 7.2842  -0.317
O 2.6303 2.4904 6.5262  0.107
C 2.7793 0.1604 6.8246  0.074
C 2.9263 -0.8431 7.6962  -0.226
O 2.9334 -2.1295 7.2954  0.094
H 3.2427 0.9757 10.6756  0.136
H 2.8575 3.6194 8.3280  0.118
H 2.6595 -0.0111 5.7636  0.134
H 3.0485 -2.6605 8.1109  0.088
O -2.2704 3.6100 -1.4307  0.098
C -2.1028 3.1906 -0.2969  -0.284
C -1.2677 2.0273 -0.0001  0.081
C -1.1283 1.5950 1.2578  -0.221
O -0.3632 0.5282 1.5539  0.104
C -1.8164 2.2756 2.3971  -0.310
O -1.6782 1.8396 3.5242  0.119
C -2.6322 3.4538 2.1018  0.082
C -2.7681 3.8868 0.8452  -0.218
O -3.5129 4.9714 0.5494  0.108
H -0.7764 1.5418 -0.8327  0.114
H -0.4280 0.4203 2.5231  0.120
H -3.1106 3.9479 2.9364  0.139
H -3.4508 5.0728 -0.4202  0.096

=====

ORCA calculation (ωB97M-V/def2-TZVPD) on C4H12As5F30NOTi as an isolated structure in a non-equilibrium geometry.

Properties
HOMO (alpha / beta) (eV): -2.500 / -4.936
Calculated total energy (Eh): -15314.3325
Multiplicity: 4
Total charge: -3
Energy above the lowest of the compared OMol25 structures with the same formula, charge and spin (kcal/mol): 215.2

Each line ends with the natural charge from an NBO analysis.
CARTESIAN COORDINATES (ANGSTROEM)
Ti 4.4121 5.3858 -18.7436  1.009
C 7.9337 8.7048 -16.3124  -0.634
C 7.4023 8.5585 -14.8085  -0.056
C 6.1423 7.6729 -14.7324  -0.134
O 5.1640 8.0736 -15.7327  -0.491
C 4.1499 8.6915 -15.0697  -0.259
N 8.4917 7.9317 -13.9824  -0.663
H 9.3338 8.4893 -13.9731  0.432
H 8.2389 7.8169 -13.0113  0.431
H 8.7737 7.0576 -14.4026  0.457
H 8.1512 7.6898 -16.6447  0.240
H 8.8447 9.2900 -16.4379  0.222
H 7.1298 9.1204 -16.9199  0.282
H 7.2858 9.5247 -14.3175  0.203
H 5.7430 7.4723 -13.7382  0.198
H 6.3109 6.6898 -15.1718  0.239
H 3.7248 8.1413 -14.2302  0.164
H 3.3555 8.9275 -15.7777  0.219
H 4.3496 9.6377 -14.5668  0.145
As 5.3047 9.4216 -22.2873  2.801
F 5.4132 10.7088 -21.0462  -0.645
F 7.0996 9.5871 -22.4384  -0.640
F 5.2508 8.1570 -23.4953  -0.602
F 3.4818 9.4572 -22.0653  -0.629
F 5.1899 10.6448 -23.5809  -0.635
F 5.4173 8.2413 -20.9469  -0.650
As 4.9843 1.2565 -22.6590  2.797
F 4.7468 2.5838 -21.4621  -0.646
F 4.8329 2.3757 -24.0962  -0.639
F 5.2944 -0.1013 -23.8147  -0.651
F 5.0617 0.1114 -21.2783  -0.621
F 3.2805 0.9084 -22.8814  -0.619
F 6.7579 1.5299 -22.5677  -0.626
As 3.1379 0.6300 -16.0792  2.786
F 2.5734 -0.5939 -17.4112  -0.630
F 3.0888 2.0619 -17.2606  -0.639
F 3.7388 1.6859 -14.7510  -0.646
F 3.2891 -0.7081 -14.9065  -0.645
F 4.7975 0.2199 -16.5927  -0.609
F 1.4720 0.8648 -15.5852  -0.616
As 9.5705 2.9540 -17.4983  2.779
F 10.0199 3.7855 -19.0636  -0.626
F 9.0256 1.4947 -18.4108  -0.606
F 9.0670 1.9543 -16.0192  -0.632
F 10.1537 4.2162 -16.4006  -0.644
F 7.9552 3.6979 -17.6860  -0.633
F 11.2296 2.1912 -17.5489  -0.637
As -0.6625 5.1132 -19.9730  2.773
F 0.1905 4.8734 -21.6251  -0.624
F -2.2354 4.6216 -20.8019  -0.635
F -1.5781 5.1675 -18.4329  -0.627
F 0.8040 5.6132 -19.2002  -0.637
F -0.9429 6.8671 -20.4645  -0.633
F -0.3621 3.3073 -19.6744  -0.617

=====

ORCA calculation (ωB97M-V/def2-TZVPD) on an isolated ion of composition C4H14NSi and charge +1 in a non-equilibrium geometry.

Properties
Structure (SMILES): C[C@@H]([NH3+])[SiH](C)C
HOMO (eV): -14.686
Calculated total energy (Eh): -504.7668
Multiplicity: 1
Total charge: +1
Energy above the lowest of the compared OMol25 structures with the same formula, charge and spin (kcal/mol): 27.7

Each line ends with the natural charge from an NBO analysis.
CARTESIAN COORDINATES (ANGSTROEM)
C 1.3560 -1.0265 -0.7742  -0.657
C 0.8972 -0.5065 0.5520  -0.400
N 1.8822 0.5758 1.1368  -0.723
Si -0.9067 0.3656 0.4104  1.315
C -2.1778 -1.0763 0.5546  -1.134
C -1.1512 1.4641 -1.1641  -1.066
H 1.3472 -0.2463 -1.4189  0.212
H 2.2858 -1.5362 -0.6914  0.224
H 0.6549 -1.7338 -1.2781  0.263
H 0.8545 -1.3763 1.3452  0.252
H 1.9551 1.4512 0.5782  0.434
H 1.3167 0.9806 1.8724  0.450
H 2.8622 0.2026 1.3646  0.459
H -0.8148 0.8820 1.7586  -0.203
H -2.9963 -1.3126 -0.2035  0.276
H -1.6913 -2.1036 0.8200  0.256
H -2.7886 -0.8975 1.4936  0.265
H -1.5667 0.8921 -2.0122  0.274
H -1.9103 2.2910 -0.9434  0.277
H -0.2144 1.9033 -1.3208  0.224

=====

ORCA calculation (ωB97M-V/def2-TZVPD) on one molecule with the formula C5H6N2O3 in a non-equilibrium geometry.

Properties
Structure (SMILES): O=N[C@@H]1CN/C(=C\O)C1=O
HOMO (alpha / beta) (eV): -8.146 / -8.146
Calculated total energy (Eh): -529.2113
Multiplicity: 1
Total charge: 0
Energy above the lowest of the compared OMol25 structures with the same formula, charge and spin (kcal/mol): 100.0

Each line ends with the natural charge from an NBO analysis.
CARTESIAN COORDINATES (ANGSTROEM)
O 3.2239 -0.0010 -0.8463  -0.252
N 2.1007 -0.3641 -0.8259  0.138
C 1.4597 -0.4878 0.4439  -0.277
C 0.3525 -1.4999 0.3966  -0.218
N -0.7837 -0.8027 -0.2117  -0.630
C -0.8125 0.5361 0.0532  -0.047
C -1.6115 1.5822 -0.3188  0.085
O -2.9149 1.2882 -0.8419  -0.679
C 0.6364 0.8643 0.6018  0.601
O 0.9493 1.9386 1.0172  -0.485
H 2.2346 -0.4630 1.2730  0.241
H 0.7459 -2.2573 -0.3470  0.222
H 0.1737 -1.8673 1.3938  0.205
H -1.5387 -1.4288 -0.6253  0.408
H -1.3963 2.6353 -0.0028  0.226
H -2.8191 0.3273 -1.1599  0.463